No. 1
10
Properties=species:S:1:pos:R:3:mulliken_charge:R:1 method="wB97M-V/def2-TZVPD" energy_ev=-9317.2554 e_homo_ev=-9.6 orbital_gap_ev=10.17 lumo_ev=0.573 smiles="C=C(O)C(=O)O" de_lowest_kj_mol=139.4
C -0.335 0.034 0.470 0.4708
C -0.906 -1.162 0.237 -0.6191
C 0.715 0.632 -0.433 0.5146
O -0.738 0.618 1.709 -0.5340
O 1.260 1.665 -0.224 -0.5136
O 1.007 -0.145 -1.528 -0.4900
H -1.667 -1.682 0.878 0.2943
H -0.514 -1.619 -0.785 0.2117
H -0.423 1.477 1.929 0.3145
H 1.601 0.182 -2.252 0.3507

=====

No. 2
11
Properties=species:S:1:pos:R:3:mulliken_charge:R:1 method="wB97M-V/def2-TZVPD" energy_ev=-18586.8530 e_homo_ev=-3.7 orbital_gap_ev=7.61 lumo_ev=3.880 smiles="C[C@H](C#N)C([O-])=S" total_charge=-1 de_lowest_kj_mol=29.4
C -0.286 1.590 -0.118 0.1218
C -1.287 -0.718 0.064 0.2411
C 1.253 -0.317 0.372 -1.0734
C 0.054 0.203 -0.384 0.2153
N -0.578 2.707 -0.114 -0.5382
O -1.193 -1.394 1.063 -0.5978
S -2.524 -0.629 -1.083 -0.5018
H 1.535 -1.109 -0.286 0.2616
H 0.784 -0.728 1.329 0.2614
H 2.176 0.296 0.637 0.3082
H 0.066 0.100 -1.481 0.3016

=====

No. 3
8
Properties=species:S:1:pos:R:3:mulliken_charge:R:1 method="wB97M-V/def2-TZVPD" energy_ev=-76151.9322 e_homo_ev=-9.4 orbital_gap_ev=10.01 lumo_ev=0.588 smiles="O=NNCBr" de_lowest_kj_mol=122.6
C 0.722 0.698 0.262 -0.3035
N -1.242 -0.923 0.454 0.0187
N -0.649 -0.134 -0.412 0.0200
O -2.010 -1.736 0.066 -0.4805
Br 2.231 -0.451 0.050 -0.0827
H 0.614 0.861 1.393 0.2893
H 0.918 1.560 -0.342 0.2856
H -0.583 0.124 -1.471 0.2532

=====

No. 4
59
Properties=species:S:1:pos:R:3:mulliken_charge:R:1 method="wB97M-V/def2-TZVPD" energy_ev=-122662.1730 e_homo_ev=-6.2 orbital_gap_ev=1.57 lumo_ev=-4.660 de_lowest_kj_mol=239.2
C 8.078 -0.329 -1.069 -1.1641
C 7.125 0.677 -0.628 0.4948
C 7.320 1.990 -0.238 -0.5540
C 6.024 2.544 -0.055 -0.6660
C 5.101 1.542 -0.342 0.4599
B 3.530 1.681 -0.746 0.8047
O 2.815 1.179 0.431 -0.5442
C 1.479 1.083 0.016 -0.7450
C 1.184 1.699 -1.380 1.5233
C -0.291 1.635 -1.708 -2.1006
C 2.064 0.923 -2.419 -0.8202
O 3.394 0.857 -1.972 -0.4361
C 1.761 3.146 -1.293 -0.7757
O 3.149 3.106 -0.987 -0.4701
O 5.782 0.404 -0.699 -0.3227
H 9.055 0.158 -1.176 0.3175
H 8.150 -1.105 -0.301 0.2686
H 7.828 -0.792 -2.031 0.2954
H 8.268 2.515 -0.162 0.3883
H 5.738 3.549 0.242 0.5051
H 1.296 0.009 -0.021 0.3777
H 0.828 1.554 0.770 0.4308
H -0.501 2.134 -2.662 0.5108
H -0.604 0.585 -1.783 0.2656
H -0.862 2.116 -0.905 0.3422
H 1.664 -0.097 -2.565 0.3149
H 2.013 1.460 -3.387 0.3132
H 1.634 3.643 -2.272 0.3402
H 1.201 3.713 -0.521 0.2942
O -0.524 -4.875 1.703 -0.3459
C -1.222 -4.146 1.133 0.2963
Co -2.195 -2.989 0.210 0.1661
C -0.870 -1.931 0.206 0.4479
O 0.043 -1.255 0.439 -0.3027
C -2.547 -3.337 -1.470 0.1955
O -2.879 -3.504 -2.567 -0.3030
C -3.478 -1.233 1.421 0.4481
C -4.583 -0.831 0.578 0.2705
C -4.477 0.265 -0.300 0.0203
C -5.487 0.547 -1.218 -0.6856
C -6.686 -0.190 -1.228 -0.3641
C -6.835 -1.231 -0.296 -0.6667
C -5.819 -1.522 0.619 -0.1822
C -3.127 -2.087 2.446 0.0272
C -2.697 -3.388 2.610 -1.2821
Co -2.616 -0.430 2.844 0.3441
C -3.818 0.048 4.010 -0.1058
O -4.672 0.240 4.770 -0.3114
C -1.722 0.853 2.120 0.2797
O -1.117 1.736 1.662 -0.3544
C -1.176 -1.088 3.557 0.1782
O -0.232 -1.632 3.953 -0.2869
H -3.595 0.895 -0.241 0.3732
H -5.350 1.360 -1.932 0.4125
H -7.484 0.053 -1.947 0.3824
H -7.751 -1.823 -0.292 0.3843
H -5.963 -2.295 1.377 0.3977
H -1.987 -3.593 3.437 0.3659
H -3.357 -4.198 2.258 0.5523

=====

No. 5
50
Properties=species:S:1:pos:R:3:mulliken_charge:R:1 method="wB97M-V/def2-TZVPD" energy_ev=-321347.2643 e_homo_ev=-3.6 orbital_gap_ev=4.02 lumo_ev=0.458 total_charge=-1 de_lowest_kj_mol=1287.2
Ta 1.448 -0.958 -1.110 1.2171
O 4.715 0.134 1.932 -0.7501
C 3.825 -0.198 1.169 0.1800
O 3.114 0.471 0.355 -0.4903
C 3.380 -1.689 1.141 0.5332
C 3.758 -2.790 1.887 -0.6163
C 3.067 -3.986 1.674 -0.4045
C 1.980 -4.038 0.808 -0.7863
C 1.661 -2.871 0.123 0.3178
N 2.408 -1.812 0.259 0.2811
C 0.499 -2.784 -0.766 0.6410
O -0.588 -3.164 -0.381 -0.5596
O 0.773 -2.362 -1.954 -0.4602
H 4.563 -2.699 2.600 0.5501
H 3.365 -4.885 2.198 0.4438
H 1.391 -4.928 0.644 0.5626
I -5.589 -2.165 1.922 0.0370
C -3.680 -1.539 1.288 -0.5396
C -2.629 -1.571 2.183 -0.2988
C -1.372 -1.220 1.735 -0.4189
I 0.233 -1.341 3.094 -0.0029
C -1.116 -0.849 0.402 -0.5608
O 0.131 -0.600 0.003 -0.0835
C -2.224 -0.730 -0.459 1.8541
C -2.066 -0.322 -1.896 -1.8179
N -1.300 0.894 -2.004 0.1469
C -1.960 2.093 -1.488 -1.4104
C -1.327 2.686 -0.237 0.8783
C -1.933 3.761 0.410 -1.0891
C -1.292 4.337 1.492 -0.2696
C -0.059 3.847 1.894 -0.8609
C 0.485 2.797 1.176 -0.3153
N -0.151 2.219 0.157 0.2681
C -3.479 -1.104 -0.006 -0.6443
H -2.767 -1.859 3.216 0.4138
H -3.065 -0.243 -2.354 0.5264
H -1.553 -1.119 -2.446 0.3433
H -1.023 1.069 -2.959 0.3312
H -3.019 1.896 -1.284 0.2754
H -1.888 2.867 -2.259 0.5803
H -2.874 4.151 0.040 0.4497
H -1.739 5.182 2.001 0.3886
H 0.484 4.286 2.718 0.4291
H 1.473 2.400 1.392 0.3996
H -4.309 -1.056 -0.700 0.4382
Se 0.793 2.778 -5.862 -0.6494
Sb 1.485 2.678 -3.572 0.7140
Se 3.248 -0.935 -2.383 -0.3571
Se 1.731 0.762 -2.373 -0.1787
Se 2.995 4.511 -3.422 -0.6363

=====

No. 6
28
Properties=species:S:1:pos:R:3:mulliken_charge:R:1 method="wB97M-V/def2-TZVPD" energy_ev=-89650.6403 e_homo_ev=1.9 orbital_gap_ev=3.55 lumo_ev=5.467 total_charge=-2 de_lowest_kj_mol=505.3
C -1.185 -0.769 -2.315 -1.0319
C -1.229 -1.788 -1.280 -0.8792
C -1.956 -1.233 -0.152 0.1815
H -0.763 -2.744 -1.324 0.5242
C -2.369 0.107 -0.487 -0.3289
C -1.872 0.413 -1.809 -1.0151
H -1.972 1.350 -2.313 0.7504
H -0.697 -0.860 -3.256 0.6854
H -2.113 -1.717 0.783 0.6985
H -2.899 0.781 0.149 0.3613
Sn -0.017 0.012 -0.434 -0.6284
Br 0.865 -1.975 1.121 -0.7662
C 1.990 1.164 -0.072 0.1705
C 1.157 1.953 -0.948 -0.9016
C 0.996 1.204 -2.191 -0.8906
H 0.690 2.883 -0.718 0.6189
C 1.714 -0.054 -2.055 -1.2576
C 2.350 -0.058 -0.756 -0.4005
H 2.943 -0.852 -0.359 0.5589
H 2.246 1.410 0.933 0.5870
H 0.409 1.511 -3.027 0.7120
H 1.754 -0.842 -2.772 0.6496
B 0.001 -0.003 4.342 -0.1130
C -0.010 0.023 2.861 0.4933
N -0.037 0.083 1.668 -0.3735
H 0.987 -0.570 4.804 -0.1223
H -0.987 -0.570 4.805 -0.1399
H 0.000 1.139 4.805 -0.1429

=====

No. 7
77
Properties=species:S:1:pos:R:3:mulliken_charge:R:1 method="wB97M-V/def2-TZVPD" energy_ev=-129038.2691 multiplicity=2 e_homo_ev="-2.1 / -5.3" orbital_gap_ev="4.21 / 7.43" lumo_ev="2.105 / 2.099" total_charge=-1 de_lowest_kj_mol=213.0 s2=0.76
Mg 1.292 0.667 -1.878 2.3859
O 1.319 1.726 2.287 -0.7832
C 1.511 1.311 1.148 -0.0618
O 0.566 0.937 0.335 -0.5228
C 2.865 1.137 0.585 0.6342
C 4.026 1.046 1.352 -0.9574
C 5.224 0.810 0.707 -0.5088
C 5.240 0.714 -0.684 -0.6627
C 4.039 0.843 -1.365 0.6809
N 2.896 1.036 -0.740 0.7093
C 3.891 0.845 -2.881 0.0079
O 4.880 0.670 -3.585 -0.8118
O 2.721 1.089 -3.276 -0.7521
H 3.946 1.119 2.425 0.5743
H 6.140 0.702 1.271 0.4295
H 6.147 0.530 -1.240 0.5506
C -2.455 -1.406 -2.854 -1.9345
C -1.748 -0.335 -2.059 -0.0188
O -0.735 -0.550 -1.410 -0.2199
N -2.346 0.875 -2.072 0.2727
C -1.773 2.013 -1.377 -0.0306
C -0.968 2.885 -2.299 0.3481
C -1.573 3.954 -2.945 -0.8179
C -0.834 4.753 -3.805 -0.3913
C 0.510 4.432 -3.979 -0.9486
C 1.030 3.342 -3.307 -0.2853
N 0.322 2.570 -2.483 0.0105
H -2.003 -2.366 -2.622 0.2293
H -2.338 -1.208 -3.918 0.4546
H -3.514 -1.436 -2.608 0.4583
H -3.047 1.059 -2.773 0.2623
H -1.113 1.621 -0.602 -0.7352
H -2.588 2.585 -0.923 0.6453
H -2.619 4.164 -2.770 0.4464
H -1.283 5.595 -4.312 0.4055
H 1.139 5.019 -4.631 0.4452
H 2.059 3.052 -3.447 0.5006
Cl 0.121 0.169 -4.456 -0.1421
C 1.296 -1.119 -4.634 -0.3260
C 1.546 -1.850 -3.280 0.5029
O 1.638 -3.069 -3.323 -0.7783
O 1.659 -1.121 -2.270 -0.9192
H 2.227 -0.647 -4.947 0.2484
H 0.938 -1.821 -5.384 0.3956
C 1.310 -2.193 0.497 -2.1893
Ge -0.198 -1.025 1.100 1.9317
C -1.932 -2.109 0.846 0.2219
C -3.197 -1.578 0.635 0.2773
C -4.280 -2.401 0.372 -0.7427
C -4.112 -3.774 0.310 -0.5474
C -2.852 -4.314 0.511 -0.6953
C -1.774 -3.486 0.764 -0.5355
C 0.145 -0.740 3.073 -0.0199
C 1.422 -1.015 3.514 0.0396
C 1.789 -0.856 4.852 -1.0057
C 0.868 -0.445 5.778 -1.0357
C -0.446 -0.135 5.378 0.9554
C -1.409 0.315 6.304 -0.8637
C -2.670 0.660 5.898 -0.4492
C -3.010 0.590 4.541 -0.9532
C -2.095 0.150 3.622 -0.2918
C -0.803 -0.250 4.005 0.1052
H 1.472 -3.002 1.207 0.6622
H 2.217 -1.599 0.424 0.5014
H 1.108 -2.601 -0.487 0.5611
H -3.342 -0.505 0.658 0.2095
H -5.264 -1.975 0.220 0.3852
H -4.953 -4.418 0.090 0.3739
H -2.711 -5.386 0.466 0.3958
H -0.793 -3.914 0.902 0.3166
H 2.172 -1.351 2.813 0.3244
H 2.808 -1.067 5.151 0.3871
H 1.139 -0.338 6.820 0.3443
H -1.124 0.398 7.345 0.3656
H -3.400 1.003 6.619 0.3624
H -3.999 0.895 4.227 0.4059
H -2.338 0.123 2.569 0.2122

=====

No. 8
33
Properties=species:S:1:pos:R:3:mulliken_charge:R:1 method="wB97M-V/def2-TZVPD" energy_ev=-22879.8195 e_homo_ev=-10.0 orbital_gap_ev=9.44 lumo_ev=-0.576 smiles=O.O.O.O.O.O.O.O.O.O.O de_lowest_kj_mol=163.5
O -0.418 -2.186 -2.827 -0.5857
H -1.079 -2.253 -2.131 0.2954
H -0.825 -2.606 -3.591 0.2911
O -1.215 -2.249 1.704 -0.6790
H -1.145 -3.173 1.447 0.3051
H -1.027 -1.747 0.895 0.2807
O 0.946 -1.828 3.669 -0.6582
H 0.389 -1.541 2.935 0.3130
H 0.348 -1.881 4.418 0.3053
O -3.984 0.341 -1.377 -0.6395
H -4.022 1.004 -2.071 0.2781
H -3.082 0.384 -1.039 0.3933
O 3.521 0.070 -0.011 -0.6035
H 4.333 0.326 0.440 0.3128
H 3.231 0.862 -0.472 0.2495
O 0.281 -0.641 -0.037 -0.4601
H -0.351 -0.144 -0.575 0.3618
H 1.130 -0.527 -0.476 0.2039
O -1.061 0.592 2.772 -0.5860
H -1.262 -0.248 2.342 0.3673
H -1.872 1.105 2.707 0.2871
O 1.473 1.868 -2.436 -0.6868
H 1.115 2.081 -3.305 0.3045
H 1.743 2.718 -2.067 0.3488
O -1.239 1.178 -1.708 -0.5515
H -1.776 1.264 -2.503 0.2380
H -0.371 1.551 -1.950 0.2300
O -1.005 3.644 -0.069 -0.6426
H -1.470 3.963 -0.847 0.3000
H -0.864 2.706 -0.239 0.3724
O 3.560 -1.607 2.231 -0.6708
H 3.215 -1.318 1.375 0.3231
H 2.783 -1.706 2.795 0.4023

=====

No. 9
12
Properties=species:S:1:pos:R:3:mulliken_charge:R:1 method="wB97M-V/def2-TZVPD" energy_ev=-9349.9611 e_homo_ev=-10.7 orbital_gap_ev=11.35 lumo_ev=0.663 smiles="O=C(O)CCO" de_lowest_kj_mol=130.8
O 1.239 0.216 -1.872 -0.5634
C 0.877 -0.120 -0.774 0.3984
O 1.669 -0.985 -0.093 -0.4478
C -0.249 0.443 -0.011 -0.3746
C -1.297 -0.296 0.815 -0.2539
O -1.979 0.697 1.698 -0.5207
H 2.249 -1.317 -0.814 0.3396
H 0.186 1.319 0.614 0.2590
H -0.801 0.930 -0.812 0.3483
H -2.124 -1.028 0.298 0.2068
H -0.804 -1.060 1.391 0.2986
H -2.122 1.569 1.280 0.3097

=====

No. 10
14
Properties=species:S:1:pos:R:3:mulliken_charge:R:1 method="wB97M-V/def2-TZVPD" energy_ev=-6229.0324 e_homo_ev=-13.7 orbital_gap_ev=10.07 lumo_ev=-3.645 total_charge=+1 de_lowest_kj_mol=194.5
N -0.894 0.527 1.708 -0.4579
H -0.857 0.473 0.632 0.3577
H -1.577 -0.111 2.081 0.3804
H 0.065 0.265 2.032 0.3966
H -1.154 1.441 2.004 0.3707
C 0.947 0.415 -0.945 -0.0246
C 1.757 -0.364 -0.164 -0.8584
C -1.020 -0.627 -1.560 -0.1976
N -0.457 0.354 -0.966 -0.4931
H 1.437 1.110 -1.636 0.3396
H 1.539 -1.190 0.483 0.3616
H 2.826 -0.186 -0.042 0.2510
H -2.131 -0.649 -1.590 0.2856
H -0.480 -1.459 -2.037 0.2885

=====

No. 11
110
Properties=species:S:1:pos:R:3:mulliken_charge:R:1 method="wB97M-V/def2-TZVPD" energy_ev=-63906.9275 e_homo_ev=-7.8 orbital_gap_ev=8.13 lumo_ev=0.332 smiles="[H]/N=C(/C)C[C@]1(CCCCCCOC)OS(=O)(=O)O[C@@H]1CCCCCCOC(C)=O.CCN(CC)CC.CCN(CC)CC"
C 3.660 -4.658 2.328 -0.6594
O 3.858 -4.201 1.009 -0.4142
C 5.090 -3.536 0.812 -0.6891
C 5.375 -2.400 1.789 -0.2885
C 6.439 -1.458 1.222 -0.6775
C 6.745 -0.288 2.181 -0.6226
C 7.080 1.030 1.453 -1.1284
C 6.146 2.222 1.681 -1.2959
C 4.718 2.153 1.042 2.1601
C 4.975 1.960 -0.452 -1.7376
C 3.846 2.066 -1.454 0.4417
C 3.780 3.314 -2.286 -1.6936
N 3.001 1.135 -1.657 -0.5064
O 3.980 1.046 1.639 -0.2110
S 3.503 1.449 3.095 1.2731
O 4.421 0.959 4.067 -0.6709
O 2.118 1.152 3.229 -0.6088
O 3.722 3.032 2.950 -0.5062
C 3.968 3.391 1.579 -0.2489
C 2.668 3.975 1.014 -1.3805
C 1.495 3.057 0.613 -0.4264
C 0.124 3.507 1.178 -0.5879
C -0.676 2.359 1.820 -0.7837
C -2.193 2.483 1.569 -0.9527
C -2.635 1.663 0.372 -0.5582
O -2.776 0.294 0.797 -0.2889
C -3.551 -0.475 0.012 0.7791
C -4.299 -1.520 0.782 -1.1156
O -3.630 -0.322 -1.180 -0.5780
H 4.584 -5.062 2.758 0.3138
H 2.913 -5.449 2.297 0.2607
H 3.290 -3.863 2.983 0.2173
H 5.900 -4.276 0.890 0.3469
H 5.059 -3.150 -0.207 0.4049
H 4.461 -1.834 1.982 0.2235
H 5.764 -2.819 2.719 0.3259
H 6.098 -1.088 0.251 0.2001
H 7.353 -2.039 1.071 0.4322
H 5.906 -0.174 2.856 0.2612
H 7.614 -0.583 2.771 0.6476
H 8.062 1.356 1.804 0.4213
H 7.209 0.822 0.390 0.4540
H 6.613 3.089 1.204 0.5507
H 6.083 2.450 2.743 0.5745
H 5.803 2.605 -0.744 0.4714
H 5.342 0.935 -0.543 0.1377
H 4.477 3.227 -3.125 0.4105
H 2.779 3.452 -2.690 0.3384
H 4.088 4.197 -1.727 0.4559
H 3.213 0.344 -1.047 0.2511
H 4.688 4.208 1.491 0.5767
H 2.309 4.608 1.830 0.6931
H 2.892 4.664 0.200 0.4790
H 1.659 2.020 0.891 0.1553
H 1.410 3.071 -0.469 0.3033
H -0.477 3.881 0.347 0.4028
H 0.267 4.299 1.914 0.2914
H -0.350 1.410 1.390 0.5182
H -0.488 2.311 2.892 0.3232
H -2.450 3.521 1.350 0.4337
H -2.754 2.136 2.438 0.3639
H -3.575 2.019 -0.053 0.5603
H -1.886 1.707 -0.424 0.2431
H -4.536 -1.177 1.784 0.2970
H -3.686 -2.420 0.857 0.3359
H -5.197 -1.768 0.223 0.3094
C 3.507 0.208 -6.062 -1.5291
C 2.258 -0.117 -5.255 -0.1509
N 1.081 -0.315 -6.078 0.0565
C -0.156 -0.323 -5.314 -0.6902
C -0.369 -1.443 -4.290 -0.8826
C 1.201 -1.325 -7.113 -0.7528
C 1.575 -2.752 -6.688 -0.9545
H 3.330 1.057 -6.724 0.3609
H 4.323 0.465 -5.384 0.4075
H 3.842 -0.637 -6.667 0.3295
H 2.057 0.721 -4.585 0.3900
H 2.471 -0.982 -4.606 0.1862
H -0.990 -0.320 -6.021 0.3373
H -0.214 0.635 -4.788 0.4045
H -0.585 -2.398 -4.767 0.2311
H -1.219 -1.201 -3.652 0.3573
H 0.499 -1.569 -3.641 0.2400
H 1.946 -0.981 -7.835 0.3805
H 0.260 -1.348 -7.668 0.3814
H 2.408 -2.762 -5.984 0.2381
H 1.882 -3.326 -7.565 0.3760
H 0.739 -3.281 -6.233 0.2698
C -9.121 -3.227 4.372 -1.4156
C -8.888 -1.750 4.094 -0.3871
N -8.388 -1.497 2.756 0.2246
C -7.877 -0.152 2.572 -0.5967
C -8.855 1.024 2.691 -1.1755
C -9.199 -2.025 1.672 -0.6956
C -10.665 -1.578 1.585 -1.0044
H -8.224 -3.807 4.154 0.3254
H -9.373 -3.369 5.424 0.4339
H -9.945 -3.632 3.784 0.2900
H -8.137 -1.379 4.797 0.4554
H -9.816 -1.198 4.315 0.2683
H -7.382 -0.105 1.598 0.2666
H -7.080 -0.005 3.309 0.4268
H -9.517 1.095 1.829 0.2559
H -8.295 1.959 2.744 0.4268
H -9.466 0.956 3.591 0.2807
H -9.181 -3.115 1.740 0.4132
H -8.693 -1.792 0.732 0.3082
H -11.164 -1.627 2.554 0.2478
H -11.207 -2.238 0.906 0.3879
H -10.767 -0.565 1.200 0.2678

=====

No. 12
22
Properties=species:S:1:pos:R:3:mulliken_charge:R:1 method="wB97M-V/def2-TZVPD" energy_ev=-11006.2271 e_homo_ev=-10.5 orbital_gap_ev=11.21 lumo_ev=0.741 smiles=CC(C)(C#N)C1CC1.O de_lowest_kj_mol=147.2
C 0.207 0.834 1.978 -1.6232
C 0.159 -0.011 0.692 2.1049
C 1.555 -0.583 0.390 -1.7522
C -0.765 -1.158 0.890 -0.2670
N -1.592 -1.873 1.314 -0.7063
C -0.412 0.854 -0.443 -0.4696
C 0.406 1.944 -1.069 -0.6626
C 0.013 0.743 -1.885 -0.5227
H 0.912 1.661 1.821 0.3727
H -0.779 1.257 2.213 0.3888
H 0.549 0.236 2.833 0.4185
H 1.934 -1.131 1.262 0.4396
H 1.545 -1.264 -0.470 0.4157
H 2.253 0.238 0.181 0.3367
H -1.462 1.111 -0.281 0.6013
H -0.094 2.893 -1.268 0.2527
H 1.456 2.037 -0.788 0.2392
H 0.801 0.036 -2.147 0.1848
H -0.749 0.879 -2.656 0.2769
O -1.787 -3.155 -1.103 -0.7018
H -2.100 -3.291 -0.121 0.3701
H -2.051 -2.257 -1.343 0.3034